Entry 1:
Below is a 4-piece molecular cluster, C14H31N2O14S4 overall at a distorted geometry, with properties calculated with the ωB97M-V functional and the def2-TZVPD basis.

```
65
Properties=species:S:1:pos:R:3:mulliken_charge:R:1
C 4.471 0.110 -1.799 -1.21
C 3.565 -0.983 -1.206 0.10
C 3.108 -2.064 -2.194 -1.33
C 1.837 -1.749 -2.995 0.62
C 1.864 -0.370 -3.649 -1.42
S 0.335 -2.125 -2.028 0.23
C -1.110 -1.594 -3.048 -0.99
N -1.809 -0.452 -2.541 -0.17
C -1.295 0.836 -3.005 -0.86
C 0.283 -1.072 -0.509 -0.80
O -0.930 -1.181 0.149 -0.01
N -1.457 -2.584 0.142 0.27
O -1.027 -3.201 1.021 -0.31
H 5.269 0.392 -1.119 0.29
H 4.879 -0.165 -2.774 0.33
H 3.863 0.996 -1.966 0.24
H 2.736 -0.496 -0.694 -0.10
H 4.133 -1.491 -0.423 0.40
H 3.040 -3.048 -1.725 0.40
H 3.895 -2.162 -2.948 0.55
H 1.784 -2.480 -3.809 0.47
H 2.831 -0.281 -4.149 0.47
H 1.108 -0.274 -4.425 0.45
H 1.816 0.443 -2.925 0.07
H -1.770 -2.460 -3.011 0.56
H -0.772 -1.481 -4.086 0.58
H -2.773 -0.539 -2.843 0.32
H -1.124 0.871 -4.089 0.35
H -0.345 1.058 -2.515 0.18
H -1.981 1.629 -2.716 0.28
H 1.104 -1.443 0.115 0.68
H 0.472 -0.026 -0.742 0.35
C 4.013 5.528 -0.265 -0.30
C 3.808 5.332 1.224 -0.37
O 3.281 3.995 1.322 -0.31
S 3.915 3.080 0.188 1.14
O 5.004 2.333 0.705 -0.60
O 2.838 2.438 -0.491 -0.47
O 4.489 4.249 -0.722 -0.33
H 3.075 5.750 -0.776 0.28
H 4.746 6.294 -0.497 0.31
H 3.102 6.035 1.654 0.31
H 4.749 5.374 1.773 0.30
C -2.150 -3.869 4.172 0.11
C -2.958 -2.765 4.826 -0.34
O -2.954 -3.114 6.215 -0.32
S -1.572 -3.823 6.600 1.11
O -0.683 -2.867 7.154 -0.52
O -1.866 -5.037 7.268 -0.53
O -1.095 -4.132 5.101 -0.31
H -2.742 -4.777 4.046 0.31
H -1.724 -3.573 3.217 -0.08
H -3.981 -2.714 4.464 0.32
H -2.477 -1.791 4.711 0.32
C -5.531 1.832 1.526 -0.38
C -5.540 2.255 0.071 -0.36
O -4.335 1.673 -0.463 -0.32
S -4.034 0.287 0.266 1.28
O -4.518 -0.787 -0.531 -0.63
O -2.686 0.291 0.704 -0.52
O -5.024 0.485 1.494 -0.31
H -4.852 2.442 2.123 0.29
H -6.519 1.839 1.976 0.31
H -5.514 3.333 -0.060 0.31
H -6.393 1.839 -0.466 0.31
```

Results
HOMO-LUMO gap = 0.3238 hartree
Net charge = +1

Entry 2:
Below is a 2-piece molecular cluster, C14H31N2O5P2S overall at a distorted geometry, with properties calculated with the ωB97M-V functional and the def2-TZVPD basis.

```
55
Properties=species:S:1:pos:R:3:mulliken_charge:R:1
C 3.333 3.041 1.719 -0.11
C 4.402 3.099 1.173 -0.37
C 5.518 3.169 0.189 -0.85
C 6.222 1.784 -0.040 -0.51
C 6.038 1.241 -1.472 -0.77
S 4.399 0.545 -1.874 0.06
C 3.217 1.952 -1.972 -0.36
C 1.758 1.411 -2.165 -0.64
C 1.007 1.819 -0.883 0.18
N 0.796 3.237 -0.782 -0.45
O 0.681 1.027 -0.043 -0.44
P 3.611 -0.709 -0.264 0.28
N 3.706 -0.129 1.168 -0.57
H 2.492 2.622 2.241 0.47
H 6.252 3.867 0.613 0.41
H 5.177 3.608 -0.758 0.51
H 5.999 1.059 0.750 0.42
H 7.297 2.001 0.065 0.39
H 6.221 2.075 -2.166 0.49
H 6.797 0.474 -1.669 0.40
H 3.253 2.580 -1.077 0.10
H 3.497 2.483 -2.889 0.50
H 1.720 0.330 -2.339 0.29
H 1.292 1.883 -3.039 0.40
H -0.184 3.451 -0.943 0.32
H 1.089 3.499 0.157 0.29
H 2.258 -0.915 -0.621 -0.09
H 4.265 -1.955 -0.429 0.17
H 2.777 -0.004 1.565 0.32
O -4.229 0.311 0.213 -0.77
P -3.820 -1.018 0.761 1.16
O -2.905 -1.646 -0.451 -0.38
C -1.634 -1.074 -0.718 -0.45
C -0.612 -1.438 0.345 0.08
O -5.216 -1.841 0.492 -0.37
C -6.474 -1.174 0.364 -0.31
C -6.867 -1.075 -1.094 -1.16
O -3.318 -2.157 1.833 -0.35
C -4.217 -2.874 2.703 -0.16
C -4.474 -4.252 2.135 -1.11
H -1.728 0.013 -0.813 0.31
H -1.312 -1.466 -1.685 0.32
H -0.867 -0.982 1.305 0.25
H 0.374 -1.096 0.059 -0.60
H -0.585 -2.518 0.500 0.42
H -6.456 -0.195 0.841 0.35
H -7.210 -1.778 0.902 0.36
H -6.091 -0.582 -1.680 0.28
H -7.800 -0.521 -1.210 0.38
H -6.998 -2.072 -1.518 0.29
H -5.138 -2.320 2.868 0.27
H -3.720 -2.970 3.670 0.36
H -4.892 -4.206 1.132 0.28
H -5.162 -4.806 2.775 0.39
H -3.539 -4.810 2.060 0.31
```

Results
HOMO-LUMO gap = 0.3108 hartree
Net charge = +1

Entry 3:
Below is a 4-piece molecular cluster, C14H31N9O4 overall at a distorted geometry, with properties calculated with the ωB97M-V functional and the def2-TZVPD basis.

```
58
Properties=species:S:1:pos:R:3:mulliken_charge:R:1
C 1.240 2.314 3.914 -1.06
C 2.065 1.119 3.144 -0.13
O 3.330 1.757 2.649 -0.55
C 1.322 0.511 1.816 -0.53
C -0.211 -0.017 2.054 0.67
C -0.560 -0.998 0.745 -0.03
N -0.968 -1.849 -0.173 -0.69
C -0.465 -0.805 3.469 0.47
C 0.677 -1.918 3.858 -0.31
N 1.631 -2.724 4.269 -0.52
C -1.998 -1.461 3.597 -0.58
C -3.023 -0.252 4.065 -0.52
C -4.383 -0.132 3.141 -0.51
C -5.005 1.410 3.299 -0.48
N -4.302 2.262 2.242 -0.55
H 2.064 2.969 4.477 0.34
H 0.506 1.945 4.751 0.31
H 0.746 3.012 3.110 0.23
H 2.435 0.251 3.869 0.24
H 2.974 2.584 2.166 0.36
H 1.964 -0.433 1.466 0.34
H 1.349 1.313 0.935 0.22
H -0.959 0.880 1.981 0.29
H -0.430 0.024 4.324 0.00
H -2.013 -2.254 4.489 0.35
H -2.335 -2.032 2.633 0.41
H -3.381 -0.461 5.183 0.29
H -2.509 0.824 4.040 0.18
H -4.161 -0.282 1.978 0.30
H -5.211 -0.928 3.421 0.31
H -6.178 1.435 3.222 0.36
H -4.726 1.783 4.397 0.21
H -4.965 2.993 1.858 0.22
H -3.438 2.711 2.630 0.19
N 0.654 -1.918 -2.703 -0.31
C 1.620 -2.410 -3.500 0.63
N 2.028 -3.651 -3.182 -0.39
O 2.087 -1.780 -4.436 -0.69
H 0.257 -2.421 -1.927 0.21
H 0.318 -0.986 -2.907 0.19
H 2.754 -4.059 -3.758 0.22
H 1.655 -4.185 -2.416 0.17
N 3.226 3.512 -2.293 -0.43
C 2.820 2.717 -1.287 0.65
N 2.700 1.418 -1.614 -0.20
O 2.580 3.141 -0.167 -0.60
H 3.428 3.182 -3.222 0.16
H 3.329 4.498 -2.089 0.23
H 2.397 0.786 -0.885 0.17
H 2.893 1.051 -2.530 0.16
N 1.128 -0.837 -7.877 -0.34
C 0.313 -1.722 -8.479 0.58
N 0.085 -2.843 -7.770 -0.33
O -0.179 -1.525 -9.578 -0.67
H 1.543 -0.982 -6.972 0.21
H 1.326 0.020 -8.376 0.19
H -0.523 -3.535 -8.187 0.20
H 0.481 -3.023 -6.863 0.17
```

Results
Relative energy (zero: lowest compared OMol25 entry of this formula, charge and spin) = 7.019 eV
SMILES = C[C@H](O)C[C@@H](C#N)[C@H](C#N)CCCCN.NC(N)=O.NC(N)=O.NC(N)=O
HOMO-LUMO gap = 0.3577 hartree

Entry 4:
Below is C14H31O6OsP2 as an isolated structure, with properties calculated with the ωB97M-V functional and the def2-TZVPD basis.

```
54
Properties=species:S:1:pos:R:3:mulliken_charge:R:1
Os 0.844 -0.144 -0.801 1.84
O 1.217 -0.979 3.693 -0.41
C 0.774 -0.836 2.481 0.27
O 1.378 -0.275 1.570 -0.55
C -0.584 -1.467 2.354 -0.48
O -1.071 -1.211 1.029 -0.33
C -1.772 -2.189 0.416 -0.54
C -0.683 -2.888 -0.782 0.55
O -1.157 -3.920 -1.122 -0.29
O 0.332 -2.198 -1.036 -0.62
H 2.097 -0.579 3.828 0.42
H -1.268 -1.025 3.080 0.39
H -0.505 -2.537 2.555 0.50
H -2.536 -1.798 -0.254 0.35
H -2.100 -3.013 1.043 0.55
C 4.160 -0.756 0.043 -1.23
P 3.106 -0.562 -1.401 0.45
C 3.362 -2.002 -2.440 -1.20
C 3.633 0.939 -2.265 -0.80
C 3.324 2.167 -1.407 -1.20
P 1.630 2.119 -0.714 0.95
C 1.729 2.810 0.945 -1.32
C 0.619 3.270 -1.662 -1.20
H 4.104 0.108 0.703 0.34
H 5.185 -0.877 -0.319 0.51
H 3.873 -1.651 0.594 0.41
H 4.325 -1.885 -2.944 0.51
H 2.579 -2.122 -3.186 0.28
H 3.397 -2.896 -1.817 0.41
H 3.119 0.973 -3.229 0.31
H 4.703 0.859 -2.477 0.64
H 3.441 3.084 -1.987 0.59
H 4.016 2.242 -0.566 0.48
H 2.164 3.809 0.860 0.50
H 2.356 2.196 1.588 0.32
H 0.734 2.898 1.381 0.44
H 1.151 4.223 -1.699 0.55
H -0.333 3.423 -1.154 0.37
H 0.439 2.912 -2.673 0.19
C 0.328 1.033 -4.880 -1.27
C 0.173 -0.150 -3.965 0.14
O -0.343 0.243 -2.642 -0.36
C -1.802 0.261 -2.587 -0.41
C -2.236 0.899 -1.291 -0.99
H 0.712 0.692 -5.843 0.46
H 1.033 1.766 -4.482 0.27
H -0.624 1.529 -5.068 0.38
H 1.121 -0.653 -3.777 -0.23
H -0.516 -0.892 -4.369 0.46
H -2.160 -0.764 -2.702 0.36
H -2.162 0.838 -3.437 0.47
H -1.608 0.577 -0.441 0.09
H -3.258 0.620 -1.035 0.44
H -2.190 1.985 -1.326 0.24
```

Results
Spin multiplicity = 5
Expectation value of S² = 6.03
HOMO-LUMO gap (alpha / beta) = 0.3056 / 0.2537 hartree
Net charge = +3

| no. | DFT total energy (Eh) |
| --- | --- |
| 1 | -3307.1974 |
| 2 | -2118.2847 |
| 3 | -1345.6565 |
| 4 | -1775.7823 |